# C4H8NO

A molecular structure, C4H8NO in a non-equilibrium geometry (ωB97M-V/def2-TZVPD, the OMol25 dataset).

Values from the calculation:
Kohn-Sham gap   9.47 eV
Charge   +1
HOMO level   -14.87 eV
Molar mass   86.11 g mol⁻¹

Cartesian coordinates (Å):
C -0.4930 2.6593 0.8894
C 0.3579 -0.9742 -0.9987
C -0.4704 -0.8478 0.2806
C 0.4722 0.4169 1.3637
N 0.0992 1.6753 1.1490
O 1.7272 0.0475 1.0530
H -1.2115 3.3633 0.6091
H 0.2984 -2.0168 -1.3398
H 1.4285 -0.8526 -0.6501
H -0.0577 -0.2541 -1.6988
H -0.2831 -1.6091 1.1074
H -1.5127 -0.5742 0.2220
H 0.2213 0.1240 2.4049
H 2.2815 0.3402 1.7834

natural (NBO) population analysis, charges in e, atoms 1 to 5: 0.43, -0.68, -0.24, 0.15, -0.20